Entry 1:
C36H21BrF4MnN9PSe | ωB97M-V/def2-TZVPD

```
74
Properties=species:S:1:pos:R:3:forces:R:3:lowdin_charge:R:1
Mn 0.9530 1.4062 -1.1748 0.168 0.334 -0.014 0.71
Se 4.2782 -1.9569 -7.1170 0.056 -0.020 -0.027 1.26
N 3.6821 -2.5462 -5.5581 -0.047 -0.040 0.026 -0.20
C 3.1881 -1.5150 -4.9220 0.015 0.069 -0.012 -0.34
C 2.5991 -1.5962 -3.5924 0.016 -0.035 -0.001 -0.06
C 2.5053 -2.7833 -2.8619 -0.006 0.003 -0.003 0.07
C 1.9369 -2.7588 -1.6035 -0.029 0.007 -0.005 0.00
C 1.4740 -1.5519 -1.0982 0.045 -0.021 -0.030 -0.11
N 1.5532 -0.4088 -1.7854 0.213 -0.125 0.119 -0.04
C 2.1104 -0.4265 -3.0176 -0.035 -0.104 -0.025 -0.13
C 2.1799 0.8492 -3.7122 0.051 0.138 -0.079 -0.13
N 1.6825 1.9208 -3.0504 -0.319 -0.102 0.137 0.03
C 1.7424 3.1152 -3.6350 -0.019 0.024 -0.009 -0.08
C 2.2903 3.3034 -4.9000 -0.015 0.009 0.042 0.01
C 2.7924 2.2156 -5.5798 0.019 -0.014 -0.029 0.06
C 2.7444 0.9538 -4.9785 0.024 -0.022 -0.025 -0.06
C 3.2606 -0.2565 -5.6071 -0.022 -0.032 0.093 -0.33
N 3.8128 -0.2807 -6.7923 -0.037 0.063 -0.035 -0.20
H 2.8819 -3.7005 -3.2970 0.002 -0.003 0.011 0.14
H 1.8506 -3.6571 -1.0093 0.002 -0.002 -0.005 0.13
H 1.0267 -1.4951 -0.1126 0.019 0.016 0.007 0.12
H 1.3427 3.9513 -3.0750 -0.004 -0.006 -0.002 0.12
H 2.3141 4.2944 -5.3299 0.006 0.000 0.001 0.13
H 3.2277 2.3131 -6.5663 -0.002 0.011 0.003 0.14
F -5.1666 3.0856 -3.8036 0.015 -0.007 0.009 0.20
C -4.8521 2.3938 -2.7359 0.026 0.018 -0.046 -0.11
C -5.7198 2.3317 -1.6611 -0.067 -0.013 0.074 -0.12
F -6.8644 2.9709 -1.6968 -0.003 0.001 0.000 0.20
C -5.3600 1.6014 -0.5313 0.006 0.024 -0.027 -0.20
F -6.1930 1.6076 0.4969 -0.016 0.000 -0.006 0.14
C -4.1534 0.9156 -0.4574 0.132 -0.003 -0.163 -0.31
P -3.6705 0.0014 1.0101 -0.053 0.048 -0.023 1.20
C -2.7049 1.0524 2.0750 0.066 -0.017 0.090 -0.37
C -2.9342 2.4309 2.1272 0.041 -0.010 -0.063 -0.06
C -2.2028 3.2077 3.0106 -0.016 -0.002 0.015 -0.06
C -1.2464 2.6178 3.8308 0.016 0.001 0.023 -0.04
C -1.0102 1.2499 3.7710 0.008 -0.013 -0.032 -0.05
C -1.7341 0.4616 2.8892 -0.039 0.030 0.040 -0.09
C -5.0180 -0.8057 1.7635 0.046 0.027 -0.105 -0.36
C -5.9521 -1.4623 0.9312 -0.042 -0.044 0.081 -0.06
C -7.0044 -2.1366 1.5047 0.023 0.017 -0.035 -0.02
C -7.1182 -2.1859 2.8955 -0.031 -0.017 0.008 0.01
C -6.1817 -1.5619 3.7202 0.048 0.033 0.035 -0.02
C -5.1196 -0.8815 3.1669 -0.058 -0.051 -0.001 -0.04
C -3.2851 1.0006 -1.5609 -0.138 -0.043 0.176 -0.56
Br -1.6438 0.0546 -1.5993 -0.005 -0.025 0.033 0.95
C -3.6277 1.7298 -2.6757 0.051 -0.026 -0.038 -0.27
F -2.7967 1.8260 -3.7078 -0.022 0.019 -0.004 0.10
H -3.6951 2.8893 1.5071 -0.005 0.003 0.011 0.11
H -2.3980 4.2701 3.0785 -0.012 -0.002 0.008 0.12
H -0.6938 3.2269 4.5347 -0.002 0.005 -0.004 0.12
H -0.2765 0.7930 4.4217 -0.005 0.012 0.012 0.12
H -1.5639 -0.6082 2.8518 0.003 0.000 -0.007 0.12
H -5.8472 -1.4292 -0.1466 0.000 -0.004 -0.001 0.12
H -7.7374 -2.6306 0.8823 -0.004 -0.001 0.006 0.13
H -7.9464 -2.7204 3.3419 0.000 -0.001 0.002 0.13
H -6.2925 -1.6064 4.7948 -0.010 -0.006 -0.001 0.13
H -4.3960 -0.3844 3.7995 0.001 0.003 -0.003 0.11
N 3.2174 2.5723 2.2780 -0.009 -0.049 -0.036 0.08
C 3.1256 1.6530 1.3205 -0.013 -0.008 0.078 -0.08
N 2.0695 1.9320 0.5701 -0.247 -0.248 -0.040 0.06
C 1.5605 3.0664 1.1433 0.009 0.085 -0.057 -0.30
N 2.2314 3.4822 2.1815 0.004 -0.003 0.008 0.18
C 0.4064 3.7255 0.5318 0.024 -0.047 0.084 -0.17
C -0.1639 4.9020 1.0041 -0.009 -0.032 0.002 -0.04
N -1.1891 5.4664 0.3847 -0.018 -0.008 -0.034 0.14
C -1.6449 4.8741 -0.7154 -0.005 0.003 0.090 -0.06
C -1.0872 3.7001 -1.1977 -0.008 0.019 -0.026 -0.08
N -0.0607 3.1217 -0.5691 0.156 0.150 -0.216 0.03
H 3.9137 2.6563 3.0068 0.012 0.009 -0.003 0.19
H 3.8098 0.8288 1.2011 0.007 0.005 -0.003 0.15
H 0.2264 5.3832 1.8929 0.009 0.012 -0.008 0.14
H -2.4684 5.3503 -1.2333 -0.002 0.002 0.003 0.13
H -1.4460 3.2301 -2.1032 0.037 0.007 -0.042 0.10
```
Positions in Å, forces in eV/Å.

Summary:
* 2S+1: 5
* LUMO level (alpha / beta): -8.40 / -10.33 eV
* HOMO-LUMO gap (alpha / beta): 7.37 / 5.45 eV
* net charge: +3
* <S²>: 6.03

---

Entry 2:
C21H33N6OSW | ωB97M-V/def2-TZVPD

```
63
Properties=species:S:1:pos:R:3:forces:R:3:lowdin_charge:R:1
W 1.7960 -0.0319 0.3136 -1.446 1.673 -1.220 1.63
C 1.9153 3.0980 -0.3570 0.116 -0.033 -0.081 -0.14
C 0.5266 2.6856 -0.7535 -0.074 -0.043 -0.037 -0.14
N 0.1287 1.5390 0.1191 0.229 -0.264 0.322 -0.13
C -0.3520 2.0312 1.4375 0.057 0.081 -0.053 -0.09
C -0.0933 1.0288 2.5095 0.041 0.073 -0.041 -0.25
C -0.8578 0.9249 3.6451 -0.097 0.087 0.238 0.04
C -0.5115 -0.0162 4.6080 -0.096 0.035 0.050 0.04
C 0.5757 -0.8462 4.3846 0.047 -0.021 0.215 0.04
C 1.2808 -0.7046 3.2137 0.089 -0.117 -0.170 -0.25
C 2.3832 -1.6335 2.8016 -0.080 0.063 -0.132 -0.14
N 2.4854 -1.6061 1.3534 0.342 -0.396 0.628 -0.10
C 3.9380 0.3785 0.8978 0.073 0.017 -0.076 -0.13
C 3.9759 1.8144 0.3864 -0.006 -0.218 0.091 -0.19
N 2.7419 1.8775 -0.4441 0.025 -0.142 0.499 -0.15
N 0.9706 0.2369 2.2948 0.060 -0.275 0.433 -0.05
H 1.9503 3.4613 0.6673 0.039 0.044 0.081 0.13
H 2.2991 3.8872 -1.0015 0.048 0.040 -0.031 0.16
H 0.5052 2.3409 -1.7852 0.001 -0.020 -0.079 0.13
H -0.1852 3.5044 -0.6500 -0.056 0.000 -0.005 0.15
H -0.6413 1.0638 -0.3489 -0.068 0.018 -0.044 0.07
H -1.4042 2.3034 1.3899 -0.078 0.004 -0.047 0.15
H 0.2008 2.9376 1.6797 -0.016 0.105 0.043 0.14
H -1.7093 1.5804 3.7845 0.034 -0.059 0.005 0.14
H -1.1028 -0.1209 5.5102 0.043 0.028 -0.032 0.14
H 0.8593 -1.6081 5.1011 -0.043 0.036 -0.041 0.15
H 2.2236 -2.6520 3.1586 -0.059 -0.077 -0.011 0.16
H 3.3438 -1.3145 3.2260 0.085 -0.033 0.085 0.15
H 3.1110 -2.3280 0.9964 -0.098 -0.041 -0.136 0.12
H 4.6073 -0.2931 0.3641 0.007 -0.086 -0.083 0.09
H 4.1283 0.2867 1.9616 -0.058 -0.030 0.082 0.07
H 4.8740 2.0367 -0.1839 0.024 0.083 -0.099 0.14
H 3.8996 2.5346 1.1953 -0.040 0.034 0.075 0.13
H 2.9804 1.7130 -1.4171 -0.058 -0.147 -0.122 0.14
N -1.5950 -0.2936 -1.5754 -0.002 0.058 -0.026 0.15
C -1.7181 -1.0503 -0.4684 0.215 0.070 -0.168 -0.75
S -0.3379 -1.7152 0.3535 0.485 -0.015 0.169 0.79
N -2.9035 -1.2958 0.0255 -0.317 -0.025 0.027 0.09
C -4.1614 -0.9626 -0.6257 0.152 -0.075 0.087 -0.25
C -4.4665 -1.5314 -1.8516 -0.046 -0.154 -0.169 -0.03
C -5.6793 -1.2144 -2.4517 0.114 -0.098 -0.044 -0.03
C -6.5638 -0.3532 -1.8204 -0.088 0.051 -0.008 -0.03
C -6.2489 0.1930 -0.5839 0.031 0.030 0.056 -0.04
C -5.0385 -0.1120 0.0238 -0.043 0.156 0.113 -0.02
H -0.7526 -0.3959 -2.1194 -0.003 0.019 -0.003 0.08
H -2.4369 -0.0519 -2.0893 -0.031 -0.036 0.039 0.13
H -2.9366 -1.7818 0.9132 -0.028 -0.042 -0.010 0.16
H -3.7945 -2.2484 -2.3141 -0.044 0.060 0.027 0.13
H -5.9405 -1.6644 -3.4008 0.019 0.023 0.029 0.13
H -7.5115 -0.1173 -2.2883 0.044 -0.011 0.027 0.13
H -6.9469 0.8556 -0.0898 0.015 -0.030 0.006 0.12
H -4.7869 0.2989 0.9963 -0.038 -0.016 -0.063 0.12
C 2.5232 -2.4696 -2.0306 0.046 0.116 0.172 -0.04
C 1.6225 -1.3494 -2.4956 0.016 0.102 0.007 -0.46
C 2.0021 -0.7623 -3.8312 0.054 0.049 -0.096 -0.02
O 1.6652 -0.2264 -1.5173 0.595 -0.521 -0.454 -0.41
H 2.6309 -3.2188 -2.8120 -0.033 -0.018 -0.046 0.11
H 2.1070 -2.9719 -1.1558 0.009 -0.015 0.029 0.06
H 3.5204 -2.0822 -1.8097 0.076 -0.017 -0.032 0.09
H 0.5959 -1.7102 -2.5082 -0.165 -0.055 0.018 0.11
H 2.9920 -0.3019 -3.7884 -0.032 -0.067 -0.008 0.10
H 1.2811 -0.0160 -4.1691 0.034 -0.016 0.022 0.09
H 2.0362 -1.5605 -4.5742 -0.019 0.056 -0.007 0.11
```
Positions in Å, forces in eV/Å.

Summary:
* 2S+1: 3
* LUMO level (alpha / beta): -10.22 / -12.04 eV
* HOMO-LUMO gap (alpha / beta): 6.67 / 4.85 eV
* net charge: +3
* <S²>: 2.01

---

Entry 3:
C2H8N3S | ωB97M-V/def2-TZVPD

```
14
Properties=species:S:1:pos:R:3:forces:R:3:lowdin_charge:R:1
C 1.0833 0.9185 -0.1076 -0.048 -2.171 -0.540 -0.37
C -1.8012 0.6369 0.4105 2.180 -0.592 -2.805 -0.45
N 2.7488 -0.8701 0.0770 -3.009 1.503 -1.610 0.11
N 2.2971 0.3907 -0.2156 0.838 4.636 -1.827 -0.13
N -2.7171 -0.4524 -0.3111 -1.382 0.673 2.560 0.01
S -0.1282 -0.1518 0.5073 -0.611 0.504 0.198 0.87
H 0.8528 1.8871 -0.5864 0.358 -0.500 0.577 0.12
H -2.0599 0.7431 1.4184 -1.070 -0.346 1.386 -0.03
H 3.6948 -0.8929 0.2525 2.061 -0.460 1.007 0.09
H 1.9953 -1.3667 0.4983 0.325 -0.952 0.738 0.05
H 2.9654 1.1110 -0.7255 -1.262 -2.533 1.488 0.23
H -2.7741 -1.3497 0.2692 -0.020 1.178 -1.379 0.15
H -2.4781 -0.6559 -1.3089 -0.357 0.499 1.172 0.15
H -3.6790 0.0522 -0.1781 1.997 -1.439 -0.966 0.19
```
Positions in Å, forces in eV/Å.

Summary:
* LUMO level: -3.57 eV
* HOMO-LUMO gap: 8.08 eV
* net charge: +1

---

Entry 4:
C18H12N5O9 | ωB97M-V/def2-TZVPD

```
44
Properties=species:S:1:pos:R:3:forces:R:3:lowdin_charge:R:1
N -1.9900 -5.7599 3.2405 0.713 1.554 -0.783 0.11
C -1.5172 -4.7756 2.8221 0.352 -1.534 0.706 -0.22
C -0.9368 -3.5544 2.3511 0.921 -0.431 -0.408 -0.21
C 0.4099 -3.1585 2.3269 -0.950 -0.700 -0.345 0.04
C 0.8496 -1.8964 1.8941 0.792 0.368 0.377 -0.09
N 2.2313 -1.6123 2.1982 0.016 -0.488 0.086 -0.36
O 2.9308 -2.5104 2.7228 -0.472 1.143 -0.687 -0.02
O 2.6948 -0.4811 1.9299 -0.698 -0.920 0.091 0.01
C -0.0859 -0.6566 1.7830 0.861 -0.908 1.869 -0.12
C -1.4674 -1.1830 1.9774 -1.655 1.919 1.987 -0.10
N -2.4378 -0.3692 2.4954 0.917 -3.801 -0.447 -0.16
O -2.5665 0.8258 2.6317 -0.209 0.384 0.109 0.04
O -3.4499 -1.3069 3.0419 -0.542 1.529 -0.987 -0.01
N -3.1070 -2.6083 2.7740 2.670 1.625 -0.870 0.12
C -1.8589 -2.4985 2.2301 -2.807 -0.428 1.423 -0.22
H 1.1259 -3.8925 2.7011 0.057 0.473 -0.379 0.13
H 0.1424 -0.1039 2.7271 -0.166 0.187 -0.646 0.18
C -3.4621 -1.6916 -1.8230 -0.596 -0.185 -0.040 -0.07
C -2.1328 -1.0381 -2.0085 0.027 -0.333 0.233 -0.22
O -1.6062 -0.8921 -0.6782 0.606 0.807 -0.055 -0.01
C -0.4140 -0.2603 -0.6838 0.940 0.036 -0.450 -0.40
C -0.1002 0.3721 0.6799 0.247 0.718 -1.630 -0.08
C 0.9344 1.5432 0.6890 -0.365 -0.280 2.049 -0.26
O 1.1490 2.1133 1.7616 -0.170 -1.023 -2.365 0.11
C 1.4759 2.0926 -0.6056 0.588 1.233 0.269 -0.13
C 0.6502 2.8415 -1.4654 0.408 -0.244 0.119 0.00
C 1.2111 3.5577 -2.5201 0.352 -0.125 -0.041 0.02
C 2.6045 3.5372 -2.7096 -0.749 -1.061 1.601 -0.16
N 3.1847 4.2297 -3.8108 1.190 1.504 -2.272 -0.32
O 4.4215 4.1437 -3.9915 -2.303 0.149 0.363 0.05
O 2.4310 4.8983 -4.5553 1.347 -1.199 1.317 0.04
C 3.4365 2.8510 -1.8075 -0.322 0.149 -0.321 0.03
C 2.8735 2.1562 -0.7460 -0.519 -0.178 -0.054 0.02
O 0.2685 -0.1945 -1.6878 -0.397 0.173 0.978 0.12
H -3.9064 -1.8951 -2.7948 -0.105 -0.072 -0.081 0.08
H -3.3634 -2.6345 -1.2764 0.009 0.133 -0.093 0.09
H -4.1443 -1.0402 -1.2667 0.115 -0.122 -0.038 0.09
H -1.4376 -1.6417 -2.5951 -0.141 0.136 -0.062 0.13
H -2.2166 -0.0337 -2.4342 0.062 -0.182 -0.172 0.13
H -0.9916 0.9646 0.9019 -0.298 0.011 0.042 0.15
H -0.4255 2.8876 -1.2762 0.341 -0.054 -0.189 0.13
H 0.5965 4.1358 -3.2025 0.097 -0.110 0.139 0.12
H 4.5084 2.8862 -1.9441 -0.059 0.007 -0.015 0.12
H 3.4876 1.6526 0.0036 -0.107 0.140 -0.328 0.13
```
Positions in Å, forces in eV/Å.

Summary:
* LUMO level: 0.82 eV
* HOMO-LUMO gap: 5.48 eV
* net charge: -1

---

For each record above, in turn, the calculated molecular weight values are 900.39, 601.44, 106.17, 442.32 g mol⁻¹.